The molecule C6H12, computed with the ωB97M-V functional and the def2-TZVPD basis.

The geometry in XYZ format:
```
18
C6H12 (the ωB97M-V functional and the def2-TZVPD basis)
C 0.08990 -2.16646 0.96002
C -0.06196 -0.77212 1.57080
C -0.59470 0.30473 0.61857
C 0.19238 0.49367 -0.67300
C 0.58420 1.87792 -1.11809
C -0.51248 1.14091 -1.82982
H 0.92100 -2.21550 0.24888
H -0.81834 -2.47272 0.42683
H 0.29170 -2.91484 1.73528
H -0.75862 -0.83313 2.41558
H 0.90223 -0.45441 1.98941
H -0.61598 1.25804 1.16478
H -1.64267 0.07840 0.36261
H 0.88712 -0.30249 -0.93332
H 0.29927 2.69999 -0.46464
H 1.52886 2.01912 -1.63909
H -0.32285 0.78203 -2.83823
H -1.54182 1.44341 -1.63908
```

Its SMILES is CCCC1CC1. The total charge is 0. For the gap between HOMO and LUMO, the calculation gives 11.334 eV. As for the energy above the lowest of the compared OMol25 structures with the same formula, charge and spin: 112.6 kJ/mol.



A structure of composition C6H11ClF3O2RhW at a distorted geometry, computed with the ωB97M-V functional and the def2-TZVPD basis.

The geometry in XYZ format:
```
25
C6H11ClF3O2RhW (the ωB97M-V functional and the def2-TZVPD basis)
Rh 0.05131 -0.32690 0.45024
Cl 2.87076 1.52961 -0.06582
C 0.63106 0.23758 2.31577
H 0.43188 -0.61102 3.00236
H -0.02265 1.08659 2.58021
H 1.68438 0.54370 2.40657
W 0.79839 1.64102 -1.00220
C 0.79019 1.08854 -2.92673
C -0.00991 3.43709 -0.63061
C -0.98547 0.83390 -0.68355
H -0.99339 3.35597 -0.17387
H 0.66103 4.01720 0.00531
H -0.10175 3.96063 -1.58857
H 0.03380 0.33594 -3.14228
H 0.60396 1.97959 -3.53650
H 1.78838 0.70738 -3.16845
H -1.69785 1.34974 -0.04129
H -1.40246 0.24865 -1.50633
F 0.27321 -4.99457 1.22064
C -0.85788 -4.24274 1.26623
F -1.78151 -4.78663 0.42617
F -1.36475 -4.29573 2.52994
C -0.55600 -2.75527 0.85089
O 0.65177 -2.44042 0.55986
O -1.49649 -1.89985 0.85202
```

The spin multiplicity is 7. The total charge is 0. For the gap between HOMO and LUMO (spin up / spin down), the calculation gives 6.911 / 7.329 eV. As for the energy above the lowest of the compared OMol25 structures with the same formula, charge and spin: 0.0 kJ/mol.



A cluster of 2 separate species, H2N2O3 in total at a distorted geometry, computed with the ωB97M-V functional and the def2-TZVPD basis.

The geometry in XYZ format:
```
7
H2N2O3 (the ωB97M-V functional and the def2-TZVPD basis)
O -1.52907 1.28004 0.24586
N -1.96372 0.08816 0.09755
N -1.77091 -0.95750 -0.32583
O -0.86385 -1.65481 0.02342
O 0.68455 -0.18393 -0.24611
H 1.49302 -0.63686 -0.60130
H 0.65407 -0.21402 0.70160
```

Its SMILES is O=NN=O.O. The total charge is 0. For the gap between HOMO and LUMO (spin up / spin down), the calculation gives 8.628 / 8.122 eV. As for the energy above the lowest of the compared OMol25 structures with the same formula, charge and spin: 262.7 kJ/mol.



A structure of composition C32H92GaN2O18S2 at a distorted geometry, computed with the ωB97M-V functional and the def2-TZVPD basis.

The geometry in XYZ format:
```
147
C32H92GaN2O18S2 (the ωB97M-V functional and the def2-TZVPD basis)
C -0.41801 3.79380 2.41201
C -0.59291 4.68505 1.18540
C -1.87592 5.54068 1.30310
C -2.87963 5.19916 0.21481
C -3.29956 3.72806 0.30047
C -3.36244 2.98990 -1.05193
C -4.56798 2.07588 -1.21985
C -4.46611 0.69435 -0.51707
C -3.38729 0.62406 0.57661
C -3.22263 -0.75538 1.24795
Ga -1.36344 -1.00648 2.03956
C -1.24712 -2.85366 2.88644
C -1.31460 -3.98976 1.87143
C -0.95659 -5.33884 2.53387
O -0.16452 -6.17242 1.67437
C 0.11680 -0.69914 0.65448
C 1.24063 -1.68310 0.86051
S 2.85455 -1.23647 0.09362
C 2.66762 -1.79319 -1.52950
N 3.52295 -1.79763 -2.45700
N 2.86411 -2.31752 -3.58399
C 1.69247 -2.57851 -3.22544
O 1.46259 -2.28940 -1.92269
S -0.95727 0.55337 3.76798
C -2.39000 1.54245 4.20061
O -0.61014 -0.17044 4.99469
O 0.10952 1.48258 3.38569
H 0.48555 3.20059 2.35044
H -0.43022 4.36180 3.33640
H -1.23742 3.08031 2.48809
H -0.61970 4.03867 0.31022
H 0.28138 5.32999 1.14186
H -1.59254 6.58591 1.17013
H -2.29192 5.41590 2.30059
H -3.77126 5.80585 0.40545
H -2.53331 5.48470 -0.77542
H -2.55700 3.19708 0.89361
H -4.25389 3.58143 0.80419
H -2.42791 2.48067 -1.27053
H -3.44255 3.76418 -1.81936
H -4.65679 1.88164 -2.29126
H -5.48429 2.59869 -0.95363
H -5.42501 0.50143 -0.04584
H -4.27888 -0.08384 -1.25330
H -2.41463 0.97941 0.23578
H -3.69710 1.30559 1.37253
H -3.44247 -1.52693 0.51781
H -3.94515 -0.84351 2.05991
H -0.35308 -2.89480 3.50779
H -2.09892 -2.96491 3.55893
H -2.31350 -4.10743 1.45286
H -0.60883 -3.88784 1.04635
H -0.45323 -5.16396 3.47971
H -1.86826 -5.89554 2.75073
H 0.69514 -6.31037 2.07826
H 0.45452 0.32705 0.79626
H -0.32770 -0.74986 -0.33930
H 1.45609 -1.81404 1.91564
H 0.94966 -2.62292 0.40460
H 0.91240 -2.97049 -3.84415
H -3.23166 0.92785 4.50124
H -2.10906 2.14463 5.06462
H -2.66353 2.23827 3.41410
C -1.77777 -8.68526 3.73294
O -0.94181 -7.84758 4.52280
H -2.69537 -8.14008 3.52834
H -1.29293 -8.93117 2.78500
H -2.02256 -9.60684 4.26990
H -0.13077 -8.33048 4.70037
C -1.34638 6.18324 -4.03760
O -2.24439 6.24134 -2.93148
H -0.33926 6.05615 -3.65398
H -1.59967 5.33113 -4.67836
H -1.39800 7.10599 -4.61051
H -3.13217 6.35254 -3.28283
C -0.61812 9.89532 -3.78513
O 0.14141 8.79725 -4.30094
H -1.64589 9.76664 -4.11706
H -0.59543 9.90108 -2.69615
H -0.23590 10.84299 -4.16413
H 1.04902 8.90863 -4.00624
C -2.68755 13.09040 -3.31171
O -1.68875 12.33816 -2.62960
H -2.89538 12.58940 -4.25392
H -3.60727 13.13697 -2.72330
H -2.33628 14.10482 -3.51813
H -1.50765 12.78283 -1.79715
C 2.76075 3.73083 5.28943
O 1.67480 3.26635 4.50364
H 2.86386 4.80058 5.11790
H 2.57559 3.55887 6.35472
H 3.69236 3.23417 5.00093
H 1.58218 2.31834 4.65271
C 4.58325 -3.82779 2.68927
O 4.09430 -4.74701 1.70851
H 5.15070 -4.39035 3.42604
H 5.23361 -3.08791 2.21682
H 3.75302 -3.32634 3.18694
H 3.59709 -4.23294 1.06393
C 6.77739 -4.09103 -0.14284
O 5.88338 -3.01859 -0.40925
H 7.41180 -3.80529 0.69336
H 6.20990 -4.98340 0.12548
H 7.40887 -4.30787 -1.00995
H 5.31910 -3.27522 -1.14516
C 5.37421 -8.33255 1.25513
O 6.08510 -7.20136 1.73735
H 6.05458 -9.18235 1.24687
H 4.52823 -8.55486 1.91256
H 5.01453 -8.15416 0.23838
H 5.47106 -6.45766 1.74004
C -6.54455 -3.30321 -0.19923
O -5.61198 -2.29075 -0.55187
H -7.34725 -2.83343 0.36418
H -6.96619 -3.77609 -1.09194
H -6.07131 -4.06615 0.42571
H -4.90258 -2.70935 -1.04762
C -2.29758 7.57662 -7.58956
O -0.94266 7.14183 -7.53511
H -2.70595 7.32175 -8.56377
H -2.88417 7.07496 -6.81637
H -2.34947 8.66025 -7.44962
H -0.60507 7.37994 -6.66371
C 7.68531 -10.91490 3.58018
O 6.34337 -10.93031 4.05451
H 8.08997 -11.92157 3.65032
H 7.71579 -10.59297 2.53610
H 8.29243 -10.24250 4.19146
H 6.01031 -10.03096 3.98196
C 4.81783 -5.27790 6.28629
O 3.68754 -4.55085 5.82041
H 5.70224 -4.86095 5.81087
H 4.92052 -5.18367 7.37101
H 4.73725 -6.33578 6.01982
H 2.90899 -4.92324 6.24290
C 1.71896 -4.33225 -6.52407
O 2.74838 -5.03925 -5.84739
H 1.44187 -4.89300 -7.41367
H 0.83842 -4.22861 -5.88218
H 2.07530 -3.34306 -6.82339
H 2.98629 -4.52313 -5.06822
C -3.60575 3.44182 -8.08818
O -3.67889 4.69873 -7.42402
H -4.62148 3.11538 -8.29689
H -3.05966 3.53362 -9.03096
H -3.11583 2.69704 -7.45617
H -2.77675 4.98109 -7.24201
```

The total charge is -1. For the gap between HOMO and LUMO, the calculation gives 7.089 eV.



A cluster of 2 separate species, C5H11IN in total at a distorted geometry, computed with the ωB97M-V functional and the def2-TZVPD basis.

The geometry in XYZ format:
```
18
C5H11IN (the ωB97M-V functional and the def2-TZVPD basis)
C -1.71995 0.43336 -0.47061
C -1.32809 -0.21025 0.87214
C -0.74029 -0.11610 -1.47015
C 0.13256 -0.67671 0.60943
C 1.17732 -1.19116 1.47668
N 0.34303 -0.62432 -0.68474
I 2.75471 2.44642 -0.46791
H -2.78048 0.23773 -0.68893
H -1.64264 1.44878 -0.46506
H -1.55894 0.46154 1.74860
H -1.95850 -1.19456 1.02954
H -1.26860 -0.89415 -2.07926
H -0.33641 0.63454 -2.21979
H 1.34647 -2.10018 1.03061
H 1.04379 -1.10757 2.50278
H 2.08182 -0.63423 1.22866
H 1.12402 -0.87491 -1.11374
H 3.33018 3.96176 -0.83825
```

The total charge is +1. For the gap between HOMO and LUMO, the calculation gives 8.896 eV. As for the energy above the lowest of the compared OMol25 structures with the same formula, charge and spin: 49.0 kJ/mol.



The molecule C2H4N2O2S at a distorted geometry, computed with the ωB97M-V functional and the def2-TZVPD basis.

The geometry in XYZ format:
```
11
C2H4N2O2S (the ωB97M-V functional and the def2-TZVPD basis)
N -1.60883 1.54487 -0.40637
C -1.00739 0.35240 0.14801
S -1.78940 -1.09194 -0.15817
O 0.06339 0.51830 0.75428
N 1.03172 -0.44130 0.22013
C 2.18815 0.26103 -0.25170
O 3.17825 -0.28376 -0.27826
H -2.61094 1.54709 -0.13461
H -1.23802 2.34070 0.27991
H 1.24799 -1.22893 0.93641
H 2.25340 1.53032 -0.43326
```

Its SMILES is NC(=S)ONC=O. The total charge is 0. For the gap between HOMO and LUMO, the calculation gives 8.944 eV. As for the energy above the lowest of the compared OMol25 structures with the same formula, charge and spin: 375.0 kJ/mol.